No. 1
Here is C13H16F2N2O5PS2 as an isolated structure at a distorted geometry from OMol25. Energies are from the ωB97M-V functional and the def2-TZVPD basis.

Properties
Frontier orbital gap, eV: 7.289
Total charge: -1
HOMO level, eV: -5.19
E_LUMO, Eh: 0.0771
Energy, eV: -63354.2956

Geometry (Å):
C: 7.92611 -0.47612 0.93236
S: 7.71647 1.29104 0.72973
O: 7.60172 1.81596 2.07043
O: 8.89913 1.71632 0.00904
N: 6.45118 1.51456 -0.23829
S: 4.98763 1.61853 0.41990
O: 4.03567 1.72446 -0.68278
O: 4.81412 2.63292 1.43738
P: 4.51128 -0.26768 1.39405
N: 2.86050 0.02391 1.64035
O: 4.40607 -1.36453 0.17661
H: 8.99990 -0.63382 0.99829
H: 7.55983 -1.01015 0.05796
H: 7.44023 -0.80956 1.84336
H: 2.72102 0.39004 2.57181
H: 2.55774 0.70331 0.94787
H: 5.27590 -1.52114 -0.20337
F: 0.59106 1.40042 1.29788
C: -0.57794 0.75241 1.15666
C: -1.74308 1.48583 1.04977
C: -2.94441 0.80840 0.89885
C: -2.96491 -0.57947 0.86519
C: -1.77868 -1.29337 0.97864
C: -0.56953 -0.62783 1.12180
H: -1.70147 2.56622 1.08384
H: -3.86717 1.36642 0.80600
H: -3.90364 -1.10331 0.75251
H: -1.79297 -2.37526 0.95502
H: 0.37119 -1.15659 1.20368
F: -6.05463 -2.03627 0.11275
C: -6.27092 -1.37324 -1.04289
C: -5.23576 -1.24490 -1.94690
C: -5.47059 -0.56791 -3.13445
C: -6.72105 -0.02456 -3.39578
C: -7.74418 -0.16324 -2.46844
C: -7.52411 -0.84674 -1.28142
H: -4.26507 -1.66640 -1.72372
H: -4.67209 -0.46398 -3.85644
H: -6.89704 0.50652 -4.32163
H: -8.71866 0.26217 -2.66794
H: -8.30884 -0.97334 -0.54770

Cartesian forces, eV/Å:
0.12 -0.17 -0.14
0.74 0.66 -0.14
-0.37 -0.16 0.03
-0.25 -0.21 -0.27
-0.19 -0.31 0.90
-0.47 0.50 -1.25
0.18 -0.19 0.02
0.27 -0.29 0.31
0.42 -0.37 1.46
0.62 -0.07 -0.53
-0.24 0.25 -0.39
0.04 0.01 0.10
-0.04 0.04 -0.05
-0.15 0.02 -0.01
-0.10 0.08 0.00
-0.37 -0.01 0.05
0.09 0.00 -0.07
-0.36 0.27 0.02
-0.06 -0.10 -0.03
-0.02 0.14 0.00
0.05 -0.08 0.00
-0.04 -0.03 0.00
-0.03 0.12 -0.01
0.09 -0.16 0.01
0.03 0.00 -0.01
0.00 0.01 0.01
-0.01 -0.01 0.04
0.01 -0.01 0.00
0.04 0.06 0.01
-0.01 -0.02 0.01
-0.03 0.07 -0.15
0.15 -0.09 0.00
-0.10 0.03 0.02
0.00 0.02 -0.04
0.07 -0.01 -0.03
-0.11 0.01 0.09
-0.01 0.00 0.03
0.02 0.01 0.02
0.00 0.00 0.00
-0.01 -0.01 0.01
0.02 0.00 0.02

***

No. 2
Here is C15H19F7InO13 as an isolated structure at a distorted geometry from OMol25. Energies are from the ωB97M-V functional and the def2-TZVPD basis.

Properties
Frontier orbital gap, eV: 6.898
Total charge: -1
HOMO level, eV: -5.06
E_LUMO, Eh: 0.0674
Energy, eV: -66676.7436

Geometry (Å):
O: -0.59495 0.53697 1.68304
C: -1.60470 0.21917 0.68818
C: -2.78492 1.15317 0.83064
In: -4.79808 0.48756 0.04434
C: -1.92566 -1.25307 0.90919
F: -2.28117 -1.82487 -0.21203
F: -2.79706 -1.48413 1.80991
F: -0.82653 -1.93730 1.29480
H: 0.14443 0.94977 1.23598
H: -1.15360 0.36029 -0.27993
H: -2.53394 2.02879 0.25099
H: -2.82652 1.47650 1.85720
H: -4.99527 1.03957 -1.63943
H: -6.04972 1.33678 1.02691
H: -5.10744 -1.25774 0.21922
C: 3.58998 1.16813 1.89244
C: 4.73010 2.11580 1.61424
O: 4.34215 2.71138 0.38838
C: 2.97716 2.68890 0.34067
O: 2.31732 3.31572 -0.41652
O: 2.48405 1.84803 1.28533
F: 5.90461 1.46168 1.43917
H: 3.73546 0.20319 1.40578
H: 3.41096 1.00993 2.95287
H: 4.86556 2.89468 2.36603
C: -0.96035 -3.21040 -2.76409
C: -0.11614 -4.45963 -2.73566
O: 0.06159 -4.74597 -4.11374
C: -0.01348 -3.55785 -4.78584
O: 0.33937 -3.39555 -5.90607
O: -0.52955 -2.59412 -3.98771
F: -0.75582 -5.49887 -2.14641
H: -2.02410 -3.44056 -2.82526
H: -0.78810 -2.55609 -1.91553
H: 0.86144 -4.33461 -2.26695
C: -0.71537 -2.50551 5.49091
C: -0.48075 -1.16356 4.84604
O: 0.77593 -0.77650 5.39433
C: 1.45763 -1.91835 5.68101
O: 2.62103 -1.97246 5.91139
O: 0.62508 -2.98970 5.66187
F: -1.41921 -0.26224 5.21354
H: -1.19435 -2.40764 6.46607
H: -1.29751 -3.18032 4.86938
H: -0.40945 -1.18723 3.75683
C: 1.32938 2.98034 -3.89816
C: -0.07641 2.80273 -4.41774
O: -0.55929 4.13612 -4.45216
C: 0.51717 4.95461 -4.63271
O: 0.45619 6.09234 -4.95820
O: 1.67119 4.27735 -4.40257
F: -0.83830 2.07068 -3.57514
H: 1.35853 2.99441 -2.80751
H: 2.02090 2.22736 -4.26838
H: -0.13946 2.37233 -5.41896

Cartesian forces, eV/Å:
0.14 -0.11 0.13
-0.04 1.00 1.14
-0.04 -0.70 -0.72
-0.65 0.22 0.10
2.09 1.29 -0.73
-0.93 -0.82 -1.85
-2.15 -0.34 2.13
1.22 -0.63 0.31
0.13 0.13 0.00
0.06 -0.44 -0.60
0.00 0.43 -0.21
-0.26 -0.10 0.52
0.17 -0.09 0.07
0.25 -0.05 -0.07
0.14 0.12 -0.07
-0.25 -0.19 0.33
0.12 -0.15 -0.26
-0.22 0.16 0.30
-0.11 -0.08 -0.10
0.06 -0.10 -0.07
0.24 0.09 -0.10
-0.01 0.05 -0.04
0.14 0.05 -0.07
-0.18 0.10 -0.03
0.12 -0.02 0.01
-0.06 0.30 0.17
-0.25 -0.19 -0.12
0.24 0.28 0.09
-0.11 0.10 -0.06
-0.05 -0.07 0.04
0.11 -0.27 0.00
0.04 -0.03 -0.05
0.02 -0.12 0.01
0.06 0.13 -0.14
-0.01 -0.10 0.08
-0.07 -0.30 -0.02
-0.24 0.29 -0.05
0.14 -0.34 -0.21
-0.04 0.02 0.09
-0.03 0.02 0.02
0.00 0.19 -0.02
0.10 0.02 0.06
0.01 0.15 0.00
0.19 -0.09 -0.05
-0.08 0.16 0.00
0.30 -0.09 0.07
-0.20 0.03 0.30
0.28 -0.02 -0.31
0.00 0.07 0.09
-0.01 -0.05 0.06
-0.19 -0.06 -0.04
-0.01 0.05 -0.03
-0.15 0.00 0.01
0.07 0.16 -0.13
-0.09 -0.08 0.03

***

No. 3
Here is one molecule with the formula C5H6O2S at a distorted geometry from OMol25. Energies are from the ωB97M-V functional and the def2-TZVPD basis.

Properties
Frontier orbital gap, eV: 10.458
Total charge: 0
HOMO level, eV: -9.84
E_LUMO, Eh: 0.0227
ΔE to the lowest compared entry with this formula, charge and spin, kcal per mole: 44.28
Energy, eV: -20210.2861

Geometry (Å):
C: 2.23775 1.39941 -0.08764
C: 1.32411 0.98378 0.79207
C: 0.48813 -0.22774 0.57104
O: 0.76253 -1.02960 -0.60607
C: -0.47175 -0.28731 -0.53545
C: -1.67340 -1.16770 -0.25207
O: -1.54219 -2.18223 0.34678
S: -3.30386 -0.54286 -0.91869
H: 2.40605 0.89004 -1.04871
H: 2.89599 2.24145 0.10273
H: 1.19547 1.55643 1.70789
H: 0.23476 -0.83274 1.41404
H: -0.54459 0.63849 -1.22483
H: -4.00900 -1.43941 -0.26108

Cartesian forces, eV/Å:
0.00 -0.37 -0.30
0.66 0.23 -0.56
0.60 0.22 -0.74
-0.84 1.13 0.61
-0.02 1.05 -1.20
-0.55 0.72 -1.03
-0.43 -0.44 0.33
1.54 0.20 0.17
-0.16 0.06 0.60
-0.30 0.03 0.10
-0.13 -0.33 0.02
-0.04 -0.25 0.57
-0.06 -1.76 1.10
-0.28 -0.50 0.31

***

No. 4
Here is one molecule with the formula H4N3OPS at a distorted geometry from OMol25. Energies are from the ωB97M-V functional and the def2-TZVPD basis.

Properties
Frontier orbital gap, eV: 8.865
Total charge: 0
HOMO level, eV: -8.50
E_LUMO, Eh: 0.0133
ΔE to the lowest compared entry with this formula, charge and spin, kcal per mole: 12.98
Energy, eV: -26706.9663

Geometry (Å):
N: -0.88552 -0.13661 1.19113
N: -0.89651 -0.01707 -1.16648
N: 1.32461 -0.88402 -0.23438
O: 0.84824 1.75058 0.14237
P: 0.27289 0.31277 0.05528
S: -2.18018 -0.20131 0.02878
H: -1.02988 0.65662 1.85405
H: -1.27345 0.76027 -1.81221
H: 1.59112 -1.74877 0.35612
H: 2.22868 -0.49247 -0.41466

Cartesian forces, eV/Å:
0.04 0.90 1.33
-1.89 1.88 -1.26
2.47 -2.59 1.70
-1.29 -4.20 -0.22
0.24 4.25 -0.72
-0.26 -0.48 -0.05
0.21 -0.89 -0.56
1.58 -1.35 1.28
-1.63 1.97 -1.05
0.54 0.51 -0.44

***

No. 5
Here is B2Cl2H8Mg as an isolated structure at a distorted geometry from OMol25. Energies are from the ωB97M-V functional and the def2-TZVPD basis.

Properties
Frontier orbital gap, eV: 5.380
Total charge: -2
HOMO level, eV: -3.57
E_LUMO, Eh: 0.0664
ΔE to the lowest compared entry with this formula, charge and spin, kcal per mole: 127.54
Energy, eV: -31967.2171

Geometry (Å):
Mg: -0.95920 -0.07289 0.90429
Cl: -1.89280 3.25270 2.88463
Cl: -2.58859 -3.61746 1.85446
B: 2.57018 -0.44307 1.38593
H: 2.64962 -1.20182 0.62289
H: 3.52705 -0.24846 1.84501
H: 2.14866 0.46887 0.99231
H: 1.91983 -0.77024 2.18233
B: -1.48346 0.54754 -2.52690
H: -2.37394 0.64611 -1.92559
H: -1.65597 0.24724 -3.54881
H: -0.94810 1.48418 -2.50870
H: -0.91332 -0.29265 -2.16185

Cartesian forces, eV/Å:
0.68 0.06 -0.55
0.16 -0.85 -0.46
0.33 0.87 -0.19
-0.60 -0.39 -0.59
0.24 -2.93 -2.99
3.66 1.03 1.83
-1.66 4.10 -1.99
-2.93 -1.75 3.54
0.00 0.85 0.86
-4.04 0.44 2.22
-1.12 -1.25 -3.89
2.29 3.50 0.19
2.98 -3.67 2.02

***

No. 6
Here is one molecule with the formula C24H31N3O4 from OMol25. Energies are from the ωB97M-V functional and the def2-TZVPD basis.

Properties
Frontier orbital gap, eV: 9.258
Total charge: 0
HOMO level, eV: -8.61
E_LUMO, Eh: 0.0237
ΔE to the lowest compared entry with this formula, charge and spin, kcal per mole: 22.77
Energy, eV: -38052.3600

Geometry (Å):
C: -2.15925 5.93636 -5.88093
O: -1.73261 4.59033 -6.04091
C: -0.47475 4.39777 -6.46243
O: 0.28510 5.29353 -6.71996
C: -0.16013 2.92513 -6.56095
C: 0.78870 2.48686 -5.43791
C: 0.17735 2.66876 -4.03557
C: 0.62065 3.99373 -3.40141
N: 0.46267 1.48847 -3.23014
C: 1.84524 1.32010 -2.82956
C: 2.06704 -0.11947 -2.37177
C: 1.15067 -0.43159 -1.19051
O: 1.34709 -1.79629 -0.85610
C: 0.94244 -2.28051 0.34183
C: 0.36562 -1.53946 1.37048
C: -0.00043 -2.15638 2.55366
C: 0.19900 -3.51802 2.74263
C: -0.15715 -4.22874 4.00084
O: 0.46439 -5.19334 4.40756
N: -1.24997 -3.74694 4.64273
C: -1.68568 -4.26695 5.92134
C: -1.21654 -3.38347 7.05012
C: 0.13774 -3.29632 7.36168
C: 0.52685 -2.44989 8.38467
C: -0.44517 -1.72428 9.05814
C: -1.76527 -1.88027 8.66736
N: -2.14400 -2.68313 7.68737
C: 0.80347 -4.25126 1.72150
C: 1.16098 -3.64844 0.53906
C: -0.29466 -0.14716 -1.60519
C: -0.41777 1.29269 -2.09903
H: -1.81102 6.32784 -4.92256
H: -1.75857 6.55679 -6.68470
H: -3.24606 5.92378 -5.90780
H: -1.09011 2.35988 -6.51067
H: 0.32478 2.74918 -7.52238
H: 1.71745 3.05273 -5.52312
H: 1.01021 1.42842 -5.57976
H: -0.91351 2.69182 -4.14476
H: 0.34795 4.82518 -4.04408
H: 1.69920 4.01476 -3.26543
H: 0.14173 4.13495 -2.43457
H: 2.12119 2.00012 -2.00339
H: 2.49073 1.53520 -3.68132
H: 3.10763 -0.27026 -2.08309
H: 1.82957 -0.80557 -3.18448
H: 1.43342 0.20790 -0.34097
H: 0.20164 -0.47805 1.26909
H: -0.41792 -1.54565 3.34256
H: -1.71758 -2.92716 4.29339
H: -2.77552 -4.33238 5.94060
H: -1.24460 -5.26316 6.01784
H: 0.85448 -3.88479 6.81012
H: 1.56884 -2.35873 8.65591
H: -0.18500 -1.05589 9.86419
H: -2.56366 -1.33707 9.15665
H: 0.98147 -5.30376 1.88043
H: 1.62150 -4.20956 -0.25846
H: -0.97907 -0.31887 -0.77293
H: -0.55873 -0.82949 -2.41404
H: -0.18602 1.98036 -1.26390
H: -1.44600 1.47968 -2.41691

Cartesian forces, eV/Å:
0.08 0.42 -0.07
-0.26 -0.28 0.11
0.05 -0.19 -0.26
0.10 0.06 0.06
0.17 0.08 0.08
-0.20 0.08 0.04
0.13 0.09 -0.13
-0.22 -0.29 -0.04
-0.12 -0.06 0.10
0.02 -0.26 -0.05
-0.01 0.07 0.35
-0.16 0.34 -0.34
0.09 -0.17 0.01
-0.04 -0.22 0.23
0.08 0.28 -0.33
0.00 -0.33 0.09
0.18 0.13 -0.17
-0.20 0.14 -0.08
0.19 -0.22 0.04
-0.26 0.16 0.08
0.14 -0.15 0.07
0.11 -0.12 -0.04
-0.03 0.07 0.12
-0.08 -0.03 -0.06
-0.03 -0.03 -0.04
0.18 0.26 0.30
-0.39 -0.19 -0.24
-0.07 0.07 0.12
-0.01 0.18 -0.12
0.15 0.08 0.28
-0.09 -0.20 0.03
-0.02 -0.01 -0.06
-0.09 -0.03 0.10
0.05 -0.02 0.02
0.04 -0.04 -0.04
-0.08 0.06 -0.01
0.09 -0.03 -0.04
0.04 0.02 -0.01
0.07 -0.02 0.01
0.01 0.18 -0.03
0.12 0.04 0.00
-0.02 0.07 0.11
0.04 0.05 -0.10
0.06 0.05 0.03
0.03 -0.03 0.02
0.01 -0.03 -0.06
-0.01 -0.08 -0.06
0.00 0.08 -0.05
-0.03 0.04 0.06
0.07 -0.10 -0.10
0.14 -0.01 0.05
-0.16 0.10 -0.02
0.08 -0.08 -0.07
0.07 0.00 0.02
-0.01 0.06 0.07
0.01 0.09 0.10
0.04 -0.09 0.01
0.05 -0.08 -0.09
-0.02 -0.02 0.01
-0.02 -0.03 -0.01
-0.07 0.03 -0.03
0.03 0.05 0.05